1.
{"formula": "C6H12O", "method": "ωB97M-V with the def2-TZVPD basis set", "symbols": ["C", "C", "C", "C", "C", "C", "O", "H", "H", "H", "H", "H", "H", "H", "H", "H", "H", "H", "H"], "positions_angstrom": [[-0.7125, -1.1644, -1.3984], [-0.3600, 0.1075, -0.6218], [0.1254, 1.2083, -1.5653], [0.6661, -0.2102, 0.4495], [0.9939, 0.7829, 1.5359], [0.2298, -0.4543, 1.8721], [-1.1096, -0.2524, 2.2253], [-1.0326, -1.9711, -0.7277], [-1.5153, -0.9859, -2.1226], [0.1615, -1.5294, -1.9535], [-1.2621, 0.4676, -0.1113], [-0.6346, 1.4449, -2.3194], [1.0359, 0.8988, -2.0930], [0.3562, 2.1264, -1.0147], [1.4992, -0.8229, 0.1020], [2.0235, 0.8731, 1.8718], [0.4205, 1.7072, 1.5528], [0.7365, -1.2338, 2.4435], [-1.6219, -0.9922, 1.8747]], "mulliken_charge": [-1.469, 0.596, -1.468, -0.168, -0.857, -0.192, -0.541, 0.352, 0.387, 0.344, 0.273, 0.393, 0.334, 0.353, 0.447, 0.268, 0.288, 0.326, 0.334], "lumo_energy_ev": 0.957, "homo_energy_ha": -0.3571}


2.
{"formula": "C3H6ClFN2", "method": "ωB97M-V with the def2-TZVPD basis set", "symbols": ["C", "C", "C", "H", "H", "H", "H", "H", "H", "N", "N", "F", "Cl"], "positions_angstrom": [[0.2513, 1.1965, 0.8472], [0.8792, 0.4223, -0.2628], [0.3344, -1.0126, -0.2873], [-0.2541, 3.0767, 1.2409], [0.3794, 2.8361, -0.2813], [-0.1447, 1.1846, 2.7416], [1.9786, 0.4059, -0.1433], [0.7161, 0.9464, -1.2317], [0.4308, -1.4817, 0.7158], [0.4518, 2.5833, 0.7106], [-0.0772, 0.5944, 1.9050], [0.9866, -1.7991, -1.1760], [-1.3763, -0.9798, -0.7382]], "mulliken_charge": [0.421, -0.715, 0.167, 0.267, 0.267, 0.233, 0.268, 0.345, 0.309, -0.520, -0.591, -0.254, -0.197], "lumo_energy_ev": 0.813, "homo_energy_ha": -0.3636}


3.
{"formula": "C2H3FO2", "method": "ωB97M-V with the def2-TZVPD basis set", "symbols": ["C", "C", "O", "O", "F", "H", "H", "H"], "positions_angstrom": [[-1.1350, -0.6505, 0.0017], [0.6033, 0.3236, -0.0287], [2.0365, 0.1204, 0.3401], [0.3411, 1.3920, -0.4892], [-2.0211, 0.2525, 0.3761], [-0.9739, -1.4174, 0.7625], [-1.2414, -1.0055, -1.0122], [2.3906, 0.9849, 0.0498]], "mulliken_charge": [-0.118, 0.346, -0.462, -0.439, -0.195, 0.271, 0.260, 0.337], "lumo_energy_ev": 0.417, "homo_energy_ha": -0.3681}


4.
{"formula": "C6H10IN3O4Pt", "method": "ωB97M-V with the def2-TZVPD basis set", "symbols": ["Pt", "N", "C", "C", "O", "N", "C", "C", "O", "O", "H", "H", "H", "H", "H", "H", "N", "C", "O", "C", "I", "H", "H", "H", "H"], "positions_angstrom": [[0.4486, -0.6614, -0.2685], [0.0002, -2.1633, -1.6414], [-0.0742, -3.4237, -0.8427], [-0.6353, -3.1220, 0.5705], [-1.3137, -3.9392, 1.1717], [-0.1605, -1.9504, 1.0208], [-0.4054, -1.3769, 2.3305], [-0.3212, 0.1668, 2.2885], [-0.5658, 0.8282, 3.2668], [0.0720, 0.7034, 1.1370], [-0.9554, -1.8848, -1.8502], [0.4815, -2.2624, -2.5281], [0.9404, -3.7951, -0.7088], [-0.6822, -4.1854, -1.3277], [0.4020, -1.6651, 3.0137], [-1.3387, -1.7187, 2.7752], [2.9603, 2.1360, -2.1704], [2.1959, 1.5560, -1.2351], [1.3265, 0.7453, -1.5897], [2.4158, 2.0030, 0.1765], [3.3231, 0.5237, 1.4246], [2.8390, 1.8701, -3.1333], [3.6642, 2.8093, -1.9301], [1.4553, 2.2134, 0.6413], [3.0727, 2.8659, 0.2140]], "mulliken_charge": [0.653, -0.610, -0.452, 0.501, -0.674, 0.016, -0.454, 0.394, -0.631, -0.693, 0.363, 0.274, 0.237, 0.352, 0.221, 0.356, -0.368, 0.894, -0.694, -1.018, 0.113, 0.246, 0.197, 0.329, 0.447], "lumo_energy_ev": -0.288, "homo_energy_ha": -0.2957}


5.
{"formula": "CHN2O3P", "method": "ωB97M-V with the def2-TZVPD basis set", "symbols": ["C", "N", "N", "O", "O", "O", "P", "H"], "positions_angstrom": [[0.6152, -0.6058, -0.9009], [1.7655, -1.5011, -0.8729], [0.5696, -2.0692, -0.7968], [-0.0932, 2.2658, 0.5071], [-2.0481, 0.5893, 0.5019], [-0.4848, 0.5432, 2.4435], [-0.7338, 1.0473, 1.0463], [0.4097, -0.2695, -1.9283]], "mulliken_charge": [-0.020, -0.412, -0.354, -0.656, -0.677, -0.685, 0.790, 0.014], "lumo_energy_ev": [7.512, 7.514], "charge": -2, "homo_energy_ha": [0.0531, 0.0534]}


6.
{"formula": "CN3O5", "method": "ωB97M-V with the def2-TZVPD basis set", "symbols": ["C", "N", "N", "N", "O", "O", "O", "O", "O"], "positions_angstrom": [[-0.2978, -1.1162, -0.2423], [-1.1190, -0.4662, 0.3167], [2.6735, 0.6298, -0.2821], [-1.7733, 0.7126, 0.2945], [3.1005, 0.0884, 0.7336], [-2.1970, 1.1222, 1.3605], [0.1461, -2.1257, -0.6606], [1.5973, 0.3566, -0.7663], [-1.9249, 1.2275, -0.8000]], "mulliken_charge": [0.466, -0.246, 0.296, 1.055, -0.613, -0.562, -0.374, -0.487, -0.535], "lumo_energy_ev": 2.851, "charge": -1, "homo_energy_ha": -0.1218}


Respective energy above the lowest of the compared OMol25 structures with the same formula, charge and spin values: 25.7, 2.1, 52.5, 2.2, 112.5, 56.1 kcal/mol.